1.
Molecular formula: C10H14BF5N6OReTe
Method: DFT, ωB97M-V/def2-TZVPD

```
39
Properties=species:S:1:pos:R:3:forces:R:3
C -2.345503 -1.998516 -0.637516 0.8 0.1 -0.2
N -1.134995 -1.385203 -0.868188 -1.3 -0.7 -0.8
N -0.736520 -1.755409 -2.176600 -0.4 -0.9 -0.2
C -1.637363 -2.622668 -2.660181 1.6 1.4 -0.1
C -2.663231 -2.796946 -1.726585 -0.7 0.3 1.1
B 0.608604 -1.250883 -2.766630 -0.2 0.0 -0.3
N 0.575871 0.300574 -2.642425 0.4 1.1 -0.8
N 0.240608 0.955021 -1.426141 0.2 2.4 -1.0
C 0.342536 2.314649 -1.648272 0.0 -1.7 0.2
C 0.785344 2.501705 -2.951745 -0.2 1.5 0.7
C 0.910157 1.246391 -3.535372 -0.4 -2.4 0.6
Re 0.007382 -0.181055 0.186697 0.1 -0.3 1.8
N 1.691112 -1.700142 -1.766971 0.9 -0.9 0.1
N 1.568527 -1.260275 -0.435446 1.2 -0.7 0.7
C 2.617464 -1.800192 0.269938 -0.9 0.4 -0.6
C 3.380723 -2.571214 -0.596438 0.2 0.3 1.4
C 2.769714 -2.489783 -1.850829 -1.7 1.2 -0.9
H 2.695203 -1.598624 1.325706 0.3 -0.1 0.2
H 3.040647 -2.919055 -2.800696 0.2 -0.2 -0.2
H 4.272448 -3.110201 -0.351892 0.4 -0.3 0.1
H 0.794024 -1.622010 -3.893669 0.0 0.1 0.5
H 1.194011 0.943377 -4.531801 0.1 0.1 -0.2
H -1.490559 -3.010908 -3.654448 -0.2 -0.3 -0.2
H 0.998380 3.446642 -3.420910 0.0 0.2 -0.1
H -3.543566 -3.406439 -1.827244 -0.2 -0.2 -0.1
H 0.105416 2.997672 -0.846717 0.1 0.2 -0.1
H -2.831035 -1.837381 0.310316 -0.3 -0.1 -0.1
H 1.321724 2.599548 1.591875 -0.3 0.1 0.0
C 0.266719 2.910636 1.648674 0.4 0.6 -0.1
H 0.129466 3.886453 1.147455 0.1 -0.4 0.3
H -0.396051 2.171427 1.160287 -0.3 0.2 -0.1
H -0.032263 2.983285 2.706542 0.0 -0.1 -0.5
F -1.940599 -0.083319 5.520194 1.1 -1.6 -4.0
Te -1.210147 -0.326644 3.647135 0.6 2.8 2.4
F 0.075991 0.950482 4.223837 -1.3 -1.6 -0.5
F 0.299502 -1.614104 3.736157 -3.2 1.5 0.0
F -2.248860 -1.423324 2.210159 1.8 1.6 3.0
F -2.233128 1.217805 3.113492 0.9 -2.6 0.4
O -0.165954 0.119723 1.925795 0.4 -1.0 -2.4
```
Positions in Å, forces in eV/Å.

⟨S²⟩ = 3.8159
Charge = +4
HOMO-LUMO gap (spin up / spin down) = 6.34 / 4.62 eV
2S+1 = 4
HOMO level (spin up / spin down) = -24.00 / -23.59 eV

=====

2.
Molecular formula: C17H25MoN2O2S8
Method: DFT, ωB97M-V/def2-TZVPD

```
55
Properties=species:S:1:pos:R:3:forces:R:3
Mo -1.026416 -0.649224 0.464311 1.6 5.5 5.3
C 0.146184 -2.169124 -1.235189 0.4 -0.5 -0.5
C -0.642016 -1.633124 -2.382589 -0.1 0.0 -1.0
S -0.609216 0.178376 -2.127489 -0.4 -0.3 0.7
C -2.372816 0.554476 -2.163789 -0.4 0.1 -1.0
C -2.674616 1.818876 -1.394189 0.1 0.1 -0.1
S -2.107716 1.772576 0.320411 0.6 -1.2 0.3
C -3.624216 1.377176 1.200011 -0.5 0.3 -0.1
C -4.282516 0.060676 0.843311 -0.2 -0.1 0.2
S -3.445516 -1.330924 1.633711 -2.1 0.4 2.2
C -2.903816 -2.224924 0.269411 2.1 1.5 -1.5
C -2.009916 -3.340024 0.638711 0.3 -1.8 1.1
S -0.415416 -3.558724 -0.231789 -1.6 -2.1 -1.5
H 0.068984 -1.377024 -0.479689 3.6 -0.7 -1.1
H 1.171584 -2.413724 -1.480189 0.4 0.3 0.0
H -1.683916 -1.941924 -2.371089 -0.1 -0.2 -0.1
H -0.204116 -1.860124 -3.355789 -0.1 -0.2 0.1
H -2.888816 -0.288224 -1.721589 -0.1 -0.1 -0.1
H -2.662116 0.658176 -3.214089 -0.2 0.1 0.1
H -3.746816 2.017076 -1.388589 0.0 0.1 -0.2
H -2.150716 2.662776 -1.844089 -0.2 0.1 -0.1
H -4.315416 2.193676 0.991311 -0.1 0.1 0.2
H -3.355916 1.395476 2.256711 -0.1 0.2 0.0
H -4.319116 -0.104024 -0.230589 -0.2 0.0 0.0
H -5.298116 0.053276 1.241711 -0.1 0.1 -0.2
H -2.217616 -1.396824 -0.083889 -4.2 -2.4 -4.1
H -3.608616 -2.350124 -0.542289 -0.2 -0.3 -0.1
H -2.480416 -4.316324 0.534711 -0.1 -0.2 0.1
H -1.675816 -3.185424 1.666411 -0.2 -0.3 0.2
S -0.743216 -0.751824 3.210911 -1.3 -1.5 2.1
C -0.519016 0.908976 2.901111 -0.3 0.7 -0.4
S -1.052416 2.384476 3.232011 0.0 0.3 0.4
S 0.716384 0.120876 2.015811 1.3 -0.4 -1.5
N 5.386584 2.874376 -2.229189 -0.3 -0.4 -0.3
C 4.801284 3.288676 -1.100989 1.0 1.1 0.3
S 5.481184 4.486776 -0.186989 -0.1 -0.2 -0.2
C 3.586884 2.616976 -0.616189 -0.7 -0.5 0.2
C 3.253684 1.303976 -0.965989 0.0 0.3 0.1
C 2.211284 0.680276 -0.304489 0.6 0.2 -0.4
N 1.536484 1.294876 0.645711 0.5 1.1 -0.1
C 1.756184 2.568276 0.931511 0.4 0.6 -0.3
C 2.767184 3.266676 0.313011 0.0 0.0 -0.3
H 6.225084 3.343176 -2.538389 -0.1 0.0 0.1
H 4.958184 2.203776 -2.844689 0.0 0.0 0.0
H 3.822884 0.746076 -1.690289 0.1 -0.1 -0.1
H 1.915884 -0.335024 -0.514589 0.1 -0.2 0.1
H 1.125884 3.014176 1.685611 0.0 0.0 0.2
H 2.953584 4.293776 0.576111 0.1 0.1 0.0
C 2.893984 -2.530524 1.679711 0.5 0.0 0.4
O 1.840284 -2.779824 0.742611 1.6 -0.3 -0.4
C 0.663784 -3.058624 1.220211 -1.7 2.1 -1.6
O 0.271084 -3.137724 2.326111 0.3 -1.3 2.7
H 3.818084 -2.734824 1.148411 0.0 0.0 0.0
H 2.791584 -3.184724 2.543311 0.0 0.0 0.0
H 2.872184 -1.485924 2.005811 -0.1 -0.2 -0.1
```
Positions in Å, forces in eV/Å.

⟨S²⟩ = 2.0385
Charge = +1
HOMO-LUMO gap (spin up / spin down) = 4.42 / 5.72 eV
2S+1 = 3
HOMO level (spin up / spin down) = -7.88 / -9.19 eV

=====

3.
Molecular formula: C5H14N
Method: DFT, ωB97M-V/def2-TZVPD

```
20
Properties=species:S:1:pos:R:3:forces:R:3
C 1.137325 1.691068 0.371343 -0.8 2.0 -1.9
C -0.270984 1.451614 -0.311247 1.9 0.3 -2.2
C -0.781215 -0.018060 -0.155638 -2.0 3.3 2.2
C -0.150625 -0.943001 -1.129350 1.2 -2.4 1.3
C -0.736320 -2.318228 -0.809516 -0.4 0.0 -4.0
N 1.036883 1.465286 1.755382 1.4 -0.9 2.5
H 1.914149 1.099229 -0.086859 0.1 -0.7 0.0
H 1.484587 2.749679 0.124837 -0.6 -1.0 0.1
H -0.127079 1.697435 -1.452197 -0.3 -0.5 1.9
H -0.934655 2.246263 0.025508 -0.3 -0.4 0.3
H -1.924570 0.040092 -0.195613 1.4 -0.4 -0.5
H -0.626978 -0.241239 0.969163 0.3 -0.2 -1.7
H 0.915297 -1.089327 -0.882983 -0.1 0.8 -0.6
H -0.279337 -0.656807 -2.222160 -0.2 -0.6 1.2
H -1.802842 -2.289042 -1.095020 0.0 -0.4 1.2
H -0.314325 -3.290940 -1.129673 0.3 0.7 0.4
H -0.738275 -2.447120 0.415479 0.5 -0.6 3.5
H 1.971933 1.333866 2.210324 -1.3 0.2 -0.7
H -0.359474 -2.691031 1.322631 -1.1 0.8 -2.9
H 0.586505 2.210262 2.275590 0.0 0.0 -0.3
```
Positions in Å, forces in eV/Å.

Charge = +1
HOMO-LUMO gap = 3.99 eV
2S+1 = 1
HOMO level = -12.39 eV

=====

Computed energy, in the same sequence as the records: -45218.543 -113630.281 -6889.901 eV.
Computed ΔE to the lowest compared entry with this formula, charge and spin, in the same sequence as the records: 0.0 297.1 137.5 kcal/mol.